1.
# C21H17F5N2O4SSeV

A molecular structure, C21H17F5N2O4SSeV in a non-equilibrium geometry (the ωB97M-V functional and the def2-TZVPD basis, OMol25).

CARTESIAN COORDINATES (ANGSTROEM)
Se1 1.06756 -0.16960 2.18417
V1 -0.30818 -0.66927 0.16983
S1 -1.16297 1.66812 -0.51641
F1 5.14730 -1.90053 -0.67875
F2 3.13876 -0.24457 -0.21340
F3 4.15828 -4.28055 3.25210
F4 2.14966 -2.65201 3.76014
F5 5.70251 -3.94218 1.02657
O1 0.16147 1.11328 -0.94990
O2 -1.49731 0.98418 0.76719
O3 -2.20836 1.54297 -1.50976
O4 0.04444 -1.74506 -1.62579
N1 -1.14620 -2.49649 0.79675
N2 -2.10746 -1.66749 -2.29520
C1 -2.01732 -2.97297 -0.10778
C2 2.54367 -1.34490 1.81172
C3 2.86600 -2.39846 2.65048
C4 4.40132 -2.07199 0.41997
C5 3.34627 -1.21671 0.69037
C6 -0.52477 6.05935 0.28725
C7 -0.29938 7.52158 0.57191
C8 -0.79556 -1.43550 -2.49406
C9 -0.58984 -3.35018 1.65425
C10 4.68882 -3.10785 1.28221
C11 -1.66096 -5.20964 0.62057
C12 0.50272 5.14032 0.48428
C13 -0.93055 3.35709 -0.19985
C14 -1.97525 4.25097 -0.41013
C15 -2.73799 -1.96145 -0.98667
C16 -2.28313 -4.31787 -0.24388
C17 3.91026 -3.27246 2.40608
C18 -0.82564 -4.71983 1.59887
C19 0.31504 3.79038 0.24592
C20 -0.40173 -0.78677 -3.77526
C21 -1.75954 5.59676 -0.16047
H1 -2.87433 -1.02618 -0.43644
H2 -1.83769 -6.27451 0.52748
H3 -2.92963 3.89919 -0.77610
H4 0.63057 -1.03564 -4.00222
H5 -0.47264 0.29368 -3.62547
H6 0.06841 -2.90002 2.38754
H7 1.11677 3.07905 0.39494
H8 -2.56461 6.30421 -0.32478
H9 0.72546 7.81244 0.34141
H10 1.47037 5.48964 0.82650
H11 -3.72416 -2.35814 -1.21518
H12 -1.05620 -1.07732 -4.59634
H13 -0.97424 8.15000 -0.00903
H14 -0.34072 -5.36771 2.31619
H15 -2.97233 -4.65179 -1.00821
H16 -2.70579 -1.17107 -2.94089
H17 -0.47121 7.74348 1.62730

Summary:
HOMO (spin up / spin down): -7.0 / -7.6 eV
2S+1: 4
LUMO energy (spin up / spin down): -0.062 / -0.165 eV
Gap between HOMO and LUMO (spin up / spin down): 6.9 / 7.4 eV
Calculated total energy: -5463.93437 hartree
Strongest force on any atom: 1.007 eV/A

2.
# C60H114F18N9O18S6Y

A molecular structure, C60H114F18N9O18S6Y in a non-equilibrium geometry (the ωB97M-V functional and the def2-TZVPD basis, OMol25).

CARTESIAN COORDINATES (ANGSTROEM)
Y1 -2.66450 -1.88559 -1.80761
S1 -2.08863 -1.91107 -5.41074
S2 -4.38137 -0.95353 -4.26797
S3 -1.98034 1.77289 -1.28434
S4 -1.19455 -0.08213 0.45133
S5 -4.83690 -4.35045 -1.56688
S6 -5.44714 -2.67786 0.35244
F1 -6.08164 -0.44268 1.66920
F2 -1.23753 2.87044 -3.64019
F3 0.33912 1.99621 -2.50255
F4 -7.19918 -3.17238 -2.14242
F5 -3.19708 -4.34022 -5.27012
F6 -3.25355 -0.19150 2.34585
F7 -3.04894 1.75236 1.50278
F8 -1.13775 -4.34434 -4.64069
F9 -1.68931 -4.17547 -6.79956
F10 -4.55355 1.71909 -4.27525
F11 -4.89881 -0.06432 -0.16683
F12 -4.81595 0.79696 -6.32600
F13 -6.96986 -0.71072 -0.42830
F14 -2.88511 1.05361 -5.43121
F15 -0.85498 0.69322 -3.56305
F16 -7.40381 -5.29963 -1.78651
F17 -6.56755 -4.47898 -3.66189
F18 -1.57260 1.03630 2.99759
O1 0.23822 0.28714 0.46246
O2 -3.82416 -4.48011 -2.61194
O3 -3.34294 2.26495 -1.67618
O4 -4.65289 -0.69214 -2.88828
O5 -0.73360 -1.37133 -5.47403
O6 6.13015 0.17401 -1.55019
O7 -5.34980 -1.79210 -4.97830
O8 -1.56367 -1.53726 0.44888
O9 3.07542 -3.38819 3.84002
O10 1.47396 1.02995 -8.01315
O11 -1.31848 -3.93984 -1.96138
O12 -4.79541 -5.40911 -0.52956
O13 -6.19000 -1.27256 8.15085
O14 -0.43081 2.80302 5.79236
O15 -2.93251 -1.49808 -6.54748
O16 -4.61638 -2.83220 1.55675
O17 -6.71397 -3.42198 0.27866
O18 -1.25763 2.57682 -0.28626
N1 -4.46862 -2.78740 -0.91891
N2 0.88042 2.06039 -8.87233
N3 5.53052 0.83332 -2.54670
N4 -0.39572 4.14449 5.43320
N5 -2.01730 0.15432 -1.07782
N6 -2.80316 -1.67720 -3.99692
N7 -4.92571 -0.90867 7.57991
N8 -0.36450 -3.72953 -1.08411
N9 3.67085 -2.21918 4.42073
C1 -2.38739 -0.53328 6.24711
C2 6.75482 -0.57850 -4.25831
C3 -3.74542 -1.62501 8.17297
C4 5.73614 -2.06984 2.98381
C5 -1.78432 -4.44933 0.99988
C6 0.78768 4.96186 5.97399
C7 -2.06470 3.82558 3.76420
C8 -0.69811 0.52638 -10.19913
C9 -2.34207 0.70933 1.94466
C10 0.36355 6.42495 5.74440
C11 -6.02077 0.80454 6.11520
C12 5.06524 2.72783 -1.02817
C13 4.23574 -0.98671 -3.89558
C14 3.34179 0.15107 5.09839
C15 1.96616 -2.96523 -0.54242
C16 -3.66892 -1.44990 9.71916
C17 2.72655 -0.59046 2.79693
C18 -5.90500 -0.78579 0.37837
C19 -6.65169 -4.33137 -2.35982
C20 1.40164 -1.24777 4.87338
C21 0.45971 1.55728 -10.22320
C22 -0.76185 5.90709 3.62447
C23 -0.46998 -4.56187 0.17742
C24 0.04151 2.77652 -11.10301
C25 1.61023 0.95986 -11.03715
C26 4.49304 1.76667 -2.10653
C27 1.00841 3.75898 -7.09354
C28 -4.93325 -0.27983 6.27051
C29 1.52039 -4.37690 -2.60826
C30 -0.69286 4.40029 3.97320
C31 -3.70912 -3.13434 7.77502
C32 0.59425 -4.22297 1.16478
C33 5.62795 -1.01537 5.28021
C34 -0.27945 4.27891 -9.07005
C35 -0.87380 1.85919 -2.87781
C36 5.12908 1.11526 -4.90045
C37 3.21537 0.99365 -1.56342
C38 -4.16292 0.80429 -5.16405
C39 0.03267 3.04550 -8.14025
C40 0.25580 3.62404 3.05008
C41 -5.20025 -1.35420 5.17216
C42 4.87589 0.31250 5.03769
C43 5.65184 -3.41140 4.93009
C44 0.97813 -3.38838 -1.68970
C45 0.24562 6.78767 4.28193
C46 -2.42703 -1.04364 7.66363
C47 -2.02786 -3.82310 -5.57074
C48 4.13351 2.69278 -3.27182
C49 3.89564 2.04948 -4.62685
C50 -0.90370 3.75885 -10.38523
C51 0.79968 -2.11114 -2.45186
C52 2.82324 -1.00570 4.25839
C53 5.11208 -2.17723 4.34527
C54 0.82978 4.77193 7.51698
C55 -3.53070 0.40031 5.99163
C56 1.97313 -4.01486 0.60086
C57 -1.20868 2.49940 -7.38280
C58 5.39859 0.12940 -3.81800
C59 2.10742 4.48872 5.30796
C60 -0.18587 -6.09857 -0.10935
H1 5.60381 -1.29144 6.33439
H2 0.74626 -1.70890 4.13448
H3 -1.46095 0.01954 6.09154
H4 5.50736 -2.81500 2.22191
H5 0.94797 4.29195 2.53736
H6 0.32578 -3.35552 1.76775
H7 3.32245 -0.71292 -4.42381
H8 2.95545 -3.02171 -0.99651
H9 0.84994 3.44025 -11.40962
H10 2.82850 1.09243 4.90224
H11 1.75821 -1.76917 -2.84222
H12 -5.13607 -1.00668 4.14103
H13 -3.40818 1.28725 6.61326
H14 0.82080 -4.57811 -3.41955
H15 -4.69494 -3.59850 7.80341
H16 -1.26058 0.46440 -11.13074
H17 -4.51726 -2.19611 5.28525
H18 -0.75254 -6.34038 -1.00852
H19 5.13518 2.27955 -0.03707
H20 -1.88976 -3.51633 1.55350
H21 5.13888 0.56883 4.01142
H22 -2.47856 -1.30678 5.48456
H23 1.70737 -0.24947 2.61505
H24 -1.79598 -1.93112 7.71102
H25 4.00472 -1.21447 -2.85498
H26 7.48391 0.21775 -4.40840
H27 3.68754 2.84247 -5.34515
H28 2.71259 0.46280 -2.37183
H29 1.79987 -0.05951 -10.70093
H30 -6.19432 1.08902 5.07738
H31 -3.46166 0.76453 4.96660
H32 1.02703 3.70268 7.59372
H33 6.03255 1.65845 -5.17760
H34 -0.53358 2.37172 -11.93579
H35 4.51168 3.65358 -0.87113
H36 5.37385 -4.19485 4.22509
H37 -0.94258 1.52148 -6.98161
H38 -0.39140 -0.46055 -9.85274
H39 2.50516 -3.73043 4.53231
H40 4.60713 -1.91908 -4.32085
H41 7.03085 0.47926 -1.68113
H42 6.82531 -2.04867 3.02061
H43 -2.28808 2.77101 3.92568
H44 -0.94156 4.87067 -8.43796
H45 5.20178 1.16917 5.62762
H46 -1.05309 4.64885 -10.99652
H47 -1.90055 3.34646 -10.22918
H48 2.67882 -3.65531 1.34974
H49 -6.25732 -0.67643 8.90032
H50 1.10371 6.95112 6.34723
H51 1.25639 0.92341 -12.06747
H52 6.72964 -3.45048 5.08792
H53 -0.60801 6.00840 2.55014
H54 2.99239 1.44416 -4.55042
H55 -2.05760 2.39803 -8.05895
H56 1.22018 6.82699 3.79532
H57 5.39675 -1.21757 2.39513
H58 6.61499 -0.98835 -5.25859
H59 3.42844 0.46771 -0.63279
H60 5.22576 -3.71545 5.88619
H61 2.18863 4.82896 4.27561
H62 -1.70751 6.35163 3.93466
H63 -1.37374 2.65182 5.89033
H64 1.41513 3.13453 -6.29810
H65 2.49457 -4.94729 0.38456
H66 0.77516 -4.91261 1.98926
H67 1.83340 4.32417 -7.52721
H68 2.96930 4.76504 5.91534
H69 -2.67140 -4.53434 0.37222
H70 -1.42545 0.91463 -9.48614
H71 0.43909 4.58945 -6.67605
H72 2.41149 -4.22461 -3.21724
H73 -3.31165 -3.35917 6.78529
H74 -2.85506 -1.97412 10.22012
H75 -0.32974 3.34094 2.17538
H76 -2.04565 -0.36733 8.42867
H77 0.93637 -0.29746 5.13514
H78 1.64885 -5.30585 -2.05268
H79 1.47413 -1.90222 5.74202
H80 4.86401 3.49897 -3.33904
H81 -3.67144 -0.39001 9.97356
H82 0.55985 4.96075 -9.20707
H83 0.85896 -6.34835 -0.29384
H84 -4.60415 -1.73299 10.20217
H85 -1.38877 3.21678 -6.58216
H86 -0.48755 -6.74404 0.71554
H87 4.80288 0.58691 -5.79629
H88 -2.77925 4.40961 4.34422
H89 1.92386 -1.92372 -0.22373
H90 6.05044 3.04784 -1.36734
H91 3.20012 3.17935 -2.98875
H92 2.96418 -1.43291 2.14739
H93 2.33443 1.58978 -1.32536
H94 2.41471 1.20872 -8.08109
H95 -3.12772 -3.68118 8.51734
H96 -6.20126 -1.77679 5.08545
H97 -0.60625 6.50763 6.23505
H98 7.14069 -1.26304 -3.50293
H99 0.77668 2.77091 3.48476
H100 2.22305 3.40541 5.27366
H101 6.68559 -0.87702 5.05578
H102 -1.18705 -4.87986 -2.10523
H103 -0.24333 7.75956 4.21528
H104 3.08653 0.01852 6.14975
H105 0.20797 -2.25281 -3.35623
H106 -1.85214 -5.26271 1.72231
H107 -5.70898 1.73983 6.58007
H108 1.63964 5.33734 7.97800
H109 -0.09595 5.09461 7.99343
H110 -2.44546 3.95287 2.75083
H111 3.52091 0.13673 2.62873
H112 0.36979 -1.33711 -1.81611
H113 -6.92321 0.32373 6.49269
H114 2.52052 1.55674 -11.09374

Summary:
HOMO: -8.0 eV
2S+1: 1
LUMO energy: -1.006 eV
Gap between HOMO and LUMO: 7.0 eV
Calculated total energy: -8426.26508 hartree
Strongest force on any atom: 6.595 eV/A

3.
# C3H2O2S

A single C3H2O2S molecule in a non-equilibrium geometry (the ωB97M-V functional and the def2-TZVPD basis, OMol25).

CARTESIAN COORDINATES (ANGSTROEM)
S1 -2.31254 0.51587 -1.57909
O1 0.93105 1.40045 -0.93410
O2 1.57643 0.68471 -0.05438
C1 -0.35675 -0.54328 0.26006
C2 -1.11201 -0.03094 -0.73995
C3 0.93034 -0.15006 0.62284
H1 1.28385 -0.62241 1.45682
H2 -0.94037 -1.25433 0.96778

Summary:
HOMO (spin up / spin down): -8.6 / -8.6 eV
Relative energy (zero: lowest compared OMol25 entry of this formula, charge and spin): 505.1 kJ/mol
2S+1: 1
LUMO energy (spin up / spin down): -0.721 / -0.720 eV
Gap between HOMO and LUMO (spin up / spin down): 7.9 / 7.9 eV
Calculated total energy: -663.97360 hartree
Strongest force on any atom: 3.399 eV/A

4.
# C32H38ClIrN3P2Se

A molecular structure, C32H38ClIrN3P2Se in a non-equilibrium geometry (the ωB97M-V functional and the def2-TZVPD basis, OMol25).

CARTESIAN COORDINATES (ANGSTROEM)
Ir1 -0.17749 0.15780 1.83396
Se1 0.52420 -2.10741 1.93904
Cl1 -0.79082 2.88762 3.50078
P1 -0.77629 -1.75337 -0.95404
P2 -1.94799 0.51983 0.28877
N1 5.54709 -0.02476 3.24529
N2 -2.27516 -0.88775 -0.66263
N3 3.24796 -0.26310 2.32978
C1 -0.62677 3.68477 -2.76953
C2 -2.44541 -2.61821 -3.07848
C3 1.92049 0.95654 -3.53430
C4 4.62599 -0.37757 4.35858
C5 -1.51481 2.70398 -3.18133
C6 4.10401 -1.20137 1.64028
C7 5.53938 -1.10381 2.21979
C8 -4.57127 1.30042 -0.32296
C9 -5.26165 1.79763 2.31456
C10 -0.00182 1.27878 3.72828
C11 0.93869 0.19997 -4.14847
C12 3.22138 -0.57152 3.74269
C13 0.07492 -0.56806 -3.38990
C14 -3.64142 1.08125 0.68894
C15 -1.41639 -2.93133 -2.19495
C16 -3.22122 -1.79497 0.00415
C17 2.01453 0.96944 -2.15151
C18 5.13892 1.26912 2.63601
C19 1.15005 0.20340 -1.39275
C20 3.69371 1.09170 2.10562
C21 -1.47374 1.72799 -0.99044
C22 -2.33465 -4.83976 -3.97852
C23 -0.86051 -4.20403 -2.20306
C24 -0.15667 3.69041 -1.46763
C25 -0.58923 2.72157 -0.58434
C26 -1.31959 -5.15842 -3.09312
C27 -5.83331 1.76923 -0.01500
C28 0.17116 -0.57560 -2.00319
C29 -6.17908 2.02450 1.30259
C30 -1.93111 1.72122 -2.30145
C31 -3.99599 1.32597 2.00919
C32 -2.89472 -3.57092 -3.97239
H1 -2.89488 -1.63618 -3.05096
H2 3.68264 -2.20107 1.76988
H3 -2.87386 -2.13479 0.98561
H4 -1.87563 2.70277 -4.19898
H5 -0.30047 4.44762 -3.45907
H6 -6.54855 1.94077 -0.80539
H7 -4.30410 1.09468 -1.34725
H8 -0.07596 -4.43249 -1.49641
H9 -3.69080 -3.33038 -4.66092
H10 -3.38077 -2.66816 -0.62865
H11 -4.17302 -1.28480 0.13896
H12 6.49662 0.07087 3.61392
H13 5.83863 1.51593 1.83476
H14 5.19962 2.05010 3.39563
H15 -2.70072 -5.58479 -4.66815
H16 1.22857 0.20426 -0.29902
H17 5.84338 -2.03335 2.70133
H18 6.27145 -0.85789 1.44969
H19 -0.23123 2.71968 0.43875
H20 4.64455 0.43029 5.09250
H21 -0.89851 -6.15215 -3.08871
H22 4.09269 -0.97134 0.57335
H23 3.64930 1.29700 1.03625
H24 2.77443 1.57068 -1.67121
H25 4.98832 -1.28675 4.84011
H26 0.98630 1.51088 4.13034
H27 -3.27781 1.14165 2.79578
H28 0.54823 4.44102 -1.13998
H29 0.84824 0.19553 -5.22343
H30 -7.16227 2.39891 1.54102
H31 2.62092 1.52026 -4.13084
H32 2.87312 -1.59757 3.85368
H33 -2.59270 0.93795 -2.63991
H34 3.00222 1.77145 2.60450
H35 -5.53157 1.99241 3.34096
H36 -0.56569 0.78794 4.52542
H37 -0.67333 -1.17098 -3.87927
H38 2.48727 0.06884 4.22741

Summary:
HOMO (spin up / spin down): -9.1 / -9.3 eV
Relative energy (zero: lowest compared OMol25 entry of this formula, charge and spin): 439.4 kJ/mol
2S+1: 1
LUMO energy (spin up / spin down): -3.188 / -3.418 eV
Gap between HOMO and LUMO (spin up / spin down): 5.9 / 5.9 eV
Calculated total energy: -5054.79661 hartree
Strongest force on any atom: 2.988 eV/A
Net charge: +1

What is the formula in the fourth record? C32H38ClIrN3P2Se

Repeat the third record exactly.
# C3H2O2S

A single C3H2O2S molecule in a non-equilibrium geometry (the ωB97M-V functional and the def2-TZVPD basis, OMol25).

CARTESIAN COORDINATES (ANGSTROEM)
S1 -2.31254 0.51587 -1.57909
O1 0.93105 1.40045 -0.93410
O2 1.57643 0.68471 -0.05438
C1 -0.35675 -0.54328 0.26006
C2 -1.11201 -0.03094 -0.73995
C3 0.93034 -0.15006 0.62284
H1 1.28385 -0.62241 1.45682
H2 -0.94037 -1.25433 0.96778

Summary:
HOMO (spin up / spin down): -8.6 / -8.6 eV
Relative energy (zero: lowest compared OMol25 entry of this formula, charge and spin): 505.1 kJ/mol
2S+1: 1
LUMO energy (spin up / spin down): -0.721 / -0.720 eV
Gap between HOMO and LUMO (spin up / spin down): 7.9 / 7.9 eV
Calculated total energy: -663.97360 hartree
Strongest force on any atom: 3.399 eV/A